a | An isolated ion of composition C8H14N3 and charge +1, computed with wB97M-V/def2-TZVPD.

Cartesian coordinates (Å):
C: -2.15759 1.38463 -0.72723
C: -1.42079 1.12459 0.52888
H: -3.08066 0.80821 -0.73527
H: -2.00201 1.15253 1.44098
N: 1.76911 1.65527 1.87163
H: -0.52856 -3.73968 0.31897
H: -0.12386 1.76012 2.83913
C: 1.06115 -1.22192 -0.95958
H: 1.36108 -1.69642 -1.90208
C: -0.28007 -2.72388 0.64973
H: 1.83402 0.59404 -1.87287
N: -0.10524 1.24407 0.75504
H: 3.06286 1.35409 0.23220
C: -0.18585 -1.84456 -0.51108
H: 0.07305 0.48079 -1.90036
H: -1.10981 -2.43741 1.30078
H: -2.44854 2.44157 -0.75150
C: 2.07366 1.36377 0.63847
N: 0.95360 1.09602 -0.10641
H: -1.60086 1.19010 -1.63704
H: -1.06680 -1.71719 -1.12244
C: 0.95781 0.29667 -1.29539
H: 0.64273 -2.76266 1.22318
H: 1.86509 -1.38014 -0.23740
C: 0.45649 1.57738 1.95967

The charge is +1.

b | An isolated ion of composition C8H14N3 and charge +1, computed with wB97M-V/def2-TZVPD.

Cartesian coordinates (Å):
C: 0.05715 1.76117 -1.62235
C: -1.14045 -0.67683 0.81336
H: -0.10917 -3.14112 0.70019
H: 1.95877 -0.92694 -0.72745
C: -1.19123 -0.25079 -0.60596
H: -0.83170 -2.77339 -0.92818
H: -1.97538 2.05287 0.79380
C: -0.80563 1.13861 -0.75033
H: -1.15254 0.13062 1.56053
H: 0.90892 -2.99325 -0.74168
H: 0.40799 1.53863 -2.63111
C: 0.04442 -2.62505 -0.24338
N: 1.26025 -0.50228 -0.00202
H: -1.93017 -0.73611 -1.37889
H: 2.83184 -0.33100 1.33135
H: 1.24185 0.51480 -0.21594
N: -1.21277 2.15564 0.04886
H: -1.78353 -1.51607 1.05371
H: 1.35797 -0.04582 2.11306
H: 1.67079 -1.69506 1.65891
C: -0.06590 -1.14244 -0.16757
H: -0.82747 4.23820 0.26303
C: -0.73169 3.37143 -0.34563
N: 0.11354 3.13459 -1.34335
C: 1.90414 -0.68040 1.36704

Its SMILES is C[NH2+][C@@]1(C)C[C@H]1c1cnc[nH]1. The charge is +1.

The structure with the greatest stability is b.

a | A 2-piece molecular cluster, C4H11N4 overall, computed with wB97M-V/def2-TZVPD.

Cartesian coordinates (Å):
H: -3.95779 0.36734 0.28776
H: 4.09784 -0.64779 -0.03109
C: 0.78705 -0.30878 -0.19033
H: -2.98892 -0.93545 -0.34596
H: 2.96662 -1.64948 -0.99424
N: 2.50488 1.19166 0.09619
H: -2.97802 -0.33623 1.18918
C: 0.21003 1.18408 -0.14338
H: -1.81671 0.90597 -0.15112
N: -1.04989 1.55557 -0.15329
C: 1.39771 1.89704 0.02245
N: -3.19222 -0.14358 0.25521
H: 0.80519 -0.84164 -1.17190
C: 3.19106 -1.04033 -0.12230
H: 3.16947 -1.72536 0.69510
H: -1.35657 2.52950 -0.25174
H: 0.41242 -0.75226 0.76363
H: 1.36133 3.00458 0.29101
N: 2.20704 -0.03825 0.01350

The charge is +1.

b | C4H11N4 as an isolated structure, computed with wB97M-V/def2-TZVPD.

Cartesian coordinates (Å):
C: -0.18320 -0.42017 -1.62562
H: -2.89820 -1.37615 -1.01113
H: 3.53765 0.71410 0.66120
N: 0.73624 0.40621 -0.82078
H: -2.38821 -1.42711 0.60264
N: 2.64747 0.24900 0.52807
H: 2.56601 -0.61336 1.07730
H: -1.16436 0.67277 1.95423
N: -1.14052 -0.20480 -0.48109
H: 0.66059 0.62569 2.20739
H: -3.18613 0.14315 0.17398
H: -0.67284 0.03062 -2.57155
N: 2.19320 0.30041 -0.75304
C: -0.21575 1.02957 1.57986
C: -2.47025 -0.70083 -0.21682
H: 2.47696 -0.46992 -1.48042
H: -0.20259 2.21207 1.55422
H: -0.10162 -1.56978 -1.57151
C: -0.19446 0.39850 0.19306

The charge is +1.

The structure with the greatest stability is a.

a | One molecule with the formula C7H14O2S, computed with wB97M-V/def2-TZVPD.

Cartesian coordinates (Å):
H: 0.12619 -3.04952 0.25525
C: -0.70671 -0.41367 -0.50337
H: 1.93052 0.43824 0.01009
C: 0.04732 -2.26430 1.05933
H: 2.15612 -0.79058 1.23689
S: -1.79462 1.43267 -2.45845
H: -1.33425 1.91164 -0.08094
C: 0.18416 -0.74233 0.68407
C: -0.28805 0.14129 1.84348
H: -0.83908 -2.47946 1.64380
C: 0.38144 2.11620 -1.24429
C: 1.67260 -0.51802 0.33064
H: -1.26969 -0.09827 2.12686
H: 0.19828 0.30419 2.79899
O: 0.55728 3.28670 -0.90820
H: 0.93579 -2.35076 1.75459
H: -1.80687 2.78449 -2.41393
C: -0.90455 1.28915 -0.83301
H: 0.90101 1.57850 -1.99346
H: 1.85255 -1.28776 -0.38831
H: -0.27408 1.09627 1.28710
H: -1.71215 -0.73592 -0.25917
O: -0.46137 -1.02394 -1.76915
H: 0.44819 -0.62482 -2.17883

Its SMILES is CC(C)(C)[C@H](O)[C@H](S)C=O.

b | One molecule with the formula C7H14O2S, computed with wB97M-V/def2-TZVPD.

Cartesian coordinates (Å):
H: 1.19728 -0.15870 1.66102
H: -2.66195 2.39192 0.72005
H: -0.74281 0.71945 1.25826
S: 0.70064 1.25632 -0.46498
C: -2.04649 0.33967 -0.65831
H: 1.48883 -2.57075 -0.16426
H: -1.64532 -0.61785 -0.91982
C: 1.29888 -0.36542 -1.06807
H: -2.93115 0.13468 -0.19070
H: 0.79702 -0.64487 -1.96598
C: 1.47985 -1.46197 -0.04697
H: 2.08520 -1.55002 2.10463
H: 0.50037 -1.49522 1.90453
H: 3.14897 0.07004 0.10495
O: 1.59015 1.79156 0.63274
C: 1.31764 -1.15242 1.40621
O: 0.64991 1.97756 -1.70240
C: -1.67954 2.37330 0.34672
H: -1.16629 3.17232 1.06979
C: -1.04700 1.02710 0.22564
C: 2.68123 -0.74069 -0.61745
H: -2.19902 0.88497 -1.60749
H: 3.27098 -1.06194 -1.42716
H: -1.56678 2.88687 -0.70823

Its SMILES is CC(C)S(=O)(=O)[C@H]1C[C@H]1C.

The structure with the greatest stability is a.

a | A 2-piece molecular cluster, CH2O3S overall, computed with wB97M-V/def2-TZVPD.

Cartesian coordinates (Å):
H: -0.21186 0.60602 -0.23007
O: 3.58629 0.50243 -1.07991
H: -0.81763 -0.74445 0.46455
O: 2.99358 -1.54772 -0.04935
S: 3.38846 1.09580 0.63330
O: -0.08520 -0.32683 -0.02563
C: 3.18156 -0.41747 -0.21167

Its SMILES is O=C1OS1.O.

b | One molecule with the formula CH2O3S, computed with wB97M-V/def2-TZVPD.

Cartesian coordinates (Å):
O: 0.80516 -0.77917 0.37055
C: -1.40317 -0.15174 0.56133
H: 1.25393 0.00099 0.83090
O: -0.45776 -2.64875 0.96625
H: -1.84852 -0.41794 -0.39700
S: -0.22247 -1.36722 1.48189
O: -1.56116 0.96373 0.96977

The structure with the greatest stability is a.